# 1
{
  "formula": "C30H39N4O2RhSi",
  "method": "ωB97M-V with the def2-TZVPD basis set",
  "symbols": ["Rh", "C", "N", "C", "C", "C", "N", "C", "C", "C", "C", "C", "C", "C", "O", "C", "C", "C", "N", "C", "C", "C", "C", "C", "C", "C", "O", "H", "H", "H", "H", "H", "H", "H", "H", "H", "H", "H", "H", "H", "H", "H", "H", "H", "H", "H", "H", "H", "H", "H", "H", "H", "C", "Si", "C", "C", "N", "C", "C", "C", "C", "C", "C", "H", "H", "H", "H", "H", "H", "H", "H", "H", "H", "H", "H", "H", "H"],
  "positions_angstrom": [[-0.31690, -0.43572, 0.19829], [-0.66711, -3.08432, -1.21629], [-1.58159, -2.47173, -0.24194], [-1.60794, -3.38532, 0.90107], [-2.34841, -2.90749, 2.14205], [-1.50968, -1.95963, 2.99788], [-1.19357, -0.69524, 2.37765], [-1.60310, 0.35929, 2.99540], [-1.15808, 1.68875, 2.75235], [-1.82830, 2.80559, 3.26656], [-1.28108, 4.06229, 3.18633], [-0.02488, 4.22966, 2.58936], [0.64737, 3.16648, 2.05172], [0.10274, 1.85089, 2.08960], [0.74063, 0.86330, 1.60872], [-2.89474, -2.35762, -0.90048], [-3.96298, -1.40456, -0.34285], [-3.40824, -0.05699, 0.14901], [-2.24703, 0.29872, -0.61160], [-2.32542, 1.25557, -1.47017], [-1.35806, 1.52585, -2.47923], [-1.43553, 2.69437, -3.24217], [-0.52550, 2.96388, -4.23656], [0.50801, 2.05323, -4.48762], [0.62785, 0.90265, -3.75826], [-0.29119, 0.58338, -2.71475], [-0.17761, -0.48559, -2.04357], [-0.89239, -4.15379, -1.34582], [0.35907, -2.95585, -0.88118], [-0.75744, -2.58033, -2.17315], [-0.56772, -3.57519, 1.18346], [-2.04880, -4.34521, 0.57859], [-2.57933, -3.78339, 2.75549], [-3.29006, -2.43505, 1.87646], [-0.56015, -2.45694, 3.23473], [-2.04435, -1.79719, 3.94934], [-2.28620, 0.24814, 3.85173], [-2.80029, 2.66400, 3.72075], [-1.81043, 4.91594, 3.58417], [0.41307, 5.21858, 2.54394], [1.61832, 3.28653, 1.59187], [-3.34813, -3.35809, -0.97402], [-2.68861, -2.01128, -1.91282], [-4.54236, -1.86387, 0.45860], [-4.65721, -1.22718, -1.16878], [-3.13333, -0.14084, 1.20015], [-4.19571, 0.70896, 0.05926], [-3.22031, 1.89454, -1.47455], [-2.22345, 3.40159, -3.02066], [-0.59909, 3.87428, -4.81434], [1.23064, 2.27102, -5.26162], [1.43267, 0.20195, -3.93007], [2.71616, -3.45263, -0.24286], [2.94511, -1.64335, 0.36370], [4.84989, -1.41292, 0.30410], [2.47910, -1.61459, 2.21647], [1.90900, -0.46729, -0.36682], [2.23398, 0.73077, -0.85851], [1.25880, 1.76436, -0.89249], [1.56024, 3.04473, -1.29368], [2.84862, 3.36274, -1.69958], [3.81778, 2.36422, -1.73187], [3.51821, 1.07642, -1.35270], [3.55915, -4.04358, 0.10239], [2.67835, -3.54021, -1.32377], [1.82372, -3.90523, 0.17591], [5.31690, -2.18333, 0.91219], [5.14664, -0.45126, 0.71089], [5.26291, -1.50747, -0.69657], [2.89437, -2.46051, 2.75406], [1.39865, -1.62053, 2.32065], [2.84062, -0.70142, 2.67640], [0.26993, 1.50113, -0.51951], [0.79266, 3.80651, -1.27776], [3.09739, 4.37295, -1.98899], [4.82046, 2.60557, -2.06420], [4.27333, 0.31391, -1.41945]],
  "mulliken_charge": [0.42, -1.83, 0.95, -0.95, -0.59, -1.13, 0.86, -0.41, 0.50, -0.70, -0.81, -0.68, -0.58, 0.03, -0.46, -1.12, -1.27, -0.36, 0.79, -0.76, 0.85, -0.76, -0.75, -0.61, -0.47, -0.14, -0.22, 0.45, 0.36, 0.46, 0.29, 0.49, 0.46, 0.02, 0.35, 0.46, 0.22, 0.43, 0.39, 0.42, 0.59, 0.29, 0.62, 0.42, 0.39, -0.28, 0.55, 0.24, 0.39, 0.41, 0.43, 0.47, -1.34, 0.13, -1.49, -0.73, 1.25, 0.35, 0.82, -0.15, -1.16, -0.86, -0.89, 0.41, 0.42, 0.32, 0.42, 0.39, 0.40, 0.48, -0.16, 0.26, 0.25, 0.48, 0.45, 0.43, 0.41],
  "homo_lumo_gap_ev": [7.74, 5.67],
  "total_charge": 0,
  "multiplicity": 5,
  "lumo_ev": [0.67, -1.63]
}

# 2
{
  "formula": "C6H9N",
  "method": "ωB97M-V with the def2-TZVPD basis set",
  "symbols": ["C", "C", "C", "C", "N", "C", "C", "H", "H", "H", "H", "H", "H", "H", "H", "H"],
  "positions_angstrom": [[-1.00501, -1.72264, 0.33809], [0.08468, -0.70964, 0.12829], [1.48841, -0.96389, 0.03969], [2.12041, 0.23700, -0.15486], [1.15632, 1.21034, -0.18691], [-0.08773, 0.64777, -0.03057], [-1.32758, 1.47105, -0.15217], [-0.74611, -2.68205, -0.12157], [-1.94280, -1.38494, -0.11608], [-1.21212, -1.91682, 1.39918], [1.97196, -1.93207, 0.08116], [3.16266, 0.47814, -0.31131], [1.32403, 2.19272, -0.32743], [-2.21499, 0.84014, -0.05493], [-1.36310, 1.93406, -1.14856], [-1.40314, 2.27253, 0.59354]],
  "mulliken_charge": [-1.23, 1.04, -0.71, -0.53, 0.02, -0.11, -1.22, 0.33, 0.33, 0.23, 0.39, 0.39, 0.20, 0.27, 0.30, 0.30],
  "homo_lumo_gap_ev": 8.87,
  "total_charge": 0,
  "e_above_lowest_ev": 0.082,
  "lumo_ev": 1.07
}

# 3
{
  "formula": "C3H8NO2S",
  "method": "ωB97M-V with the def2-TZVPD basis set",
  "symbols": ["C", "C", "C", "N", "O", "O", "S", "H", "H", "H", "H", "H", "H", "H", "H"],
  "positions_angstrom": [[-1.08307, 0.66019, 0.44357], [1.21841, -1.18550, 1.09451], [0.16914, 0.29181, -0.48018], [1.28387, -0.03280, 0.33774], [2.92992, 1.45854, -1.11729], [3.83713, -0.20239, 0.55051], [2.85114, 0.08915, -0.56392], [-1.97027, 0.17552, 0.07452], [-0.91406, 0.15237, 1.40109], [0.58025, -1.23006, 1.86277], [0.81756, -2.03647, 0.46219], [2.21129, -1.35932, 1.55244], [-0.21257, -0.60101, -1.13491], [-1.25268, 1.73180, 0.60866], [0.45814, 1.10356, -1.14641]],
  "mulliken_charge": [-0.94, -0.98, -0.40, -0.15, -0.57, -0.62, 0.32, 0.31, 0.25, 0.34, 0.28, 0.33, 0.19, 0.26, 0.39],
  "homo_lumo_gap_ev": 7.14,
  "total_charge": -1,
  "e_above_lowest_ev": 2.638,
  "lumo_ev": 4.01
}

Summary of calculated total energy in a.u.
-1936.0413; -288.7790; -722.5351
(order as listed above)